{"formula": "C26H68N2O13", "method": "the ωB97M-V functional and the def2-TZVPD basis", "species": ["O", "H", "H", "O", "H", "H", "O", "H", "H", "C", "C", "C", "C", "C", "C", "N", "O", "C", "C", "C", "H", "H", "H", "H", "H", "H", "H", "H", "H", "H", "H", "H", "H", "H", "H", "H", "H", "H", "H", "C", "C", "C", "C", "C", "C", "N", "O", "C", "C", "C", "H", "H", "H", "H", "H", "H", "H", "H", "H", "H", "H", "H", "H", "H", "H", "H", "H", "H", "H", "C", "C", "O", "O", "H", "H", "H", "H", "H", "H", "C", "C", "O", "O", "H", "H", "H", "H", "H", "H", "C", "C", "O", "O", "H", "H", "H", "H", "H", "H", "C", "C", "O", "O", "H", "H", "H", "H", "H", "H"], "positions_angstrom": [[0.10965, 1.47245, 2.56656], [-0.27080, 1.37624, 3.43962], [0.81564, 2.10859, 2.68120], [-0.92313, -1.99136, -1.80260], [-1.39916, -1.34781, -2.32746], [-0.82158, -1.57511, -0.94665], [-0.41652, -0.72117, 0.83477], [-0.13313, -0.01495, 1.41545], [-1.28687, -0.95962, 1.15393], [-4.98225, -0.67906, -1.45090], [-4.70067, 0.75975, -0.98662], [-3.86974, 0.63808, 0.33766], [-3.14988, 1.90548, 0.74591], [-2.24384, 2.41179, -0.41538], [-3.15259, 2.63502, -1.64740], [-3.89030, 1.43346, -2.04928], [-4.68496, 1.73358, -3.13146], [-3.98563, 3.98384, -1.46450], [-2.16612, 2.92851, -2.80053], [-6.13698, 1.27109, -0.64630], [-5.31882, -1.29643, -0.61804], [-4.07904, -1.23652, -1.69901], [-5.69811, -0.63474, -2.27168], [-4.66095, 0.41034, 1.05196], [-3.19153, -0.21488, 0.36184], [-2.54554, 1.73379, 1.63663], [-3.90144, 2.68269, 0.88446], [-1.51181, 1.62211, -0.58459], [-1.78219, 3.30971, -0.00463], [-3.43455, 4.78967, -0.97969], [-4.46234, 4.34562, -2.37553], [-4.83345, 3.89728, -0.78494], [-1.40921, 2.14955, -2.89222], [-2.63875, 2.99860, -3.78022], [-1.50936, 3.76971, -2.57885], [-6.72350, 1.37506, -1.55915], [-6.12479, 2.24659, -0.16014], [-6.77963, 0.70376, 0.02692], [-5.27824, 2.45357, -2.90510], [4.59853, -0.39570, -2.82032], [3.74415, 0.85058, -2.57219], [2.37558, 0.31817, -2.17085], [1.43998, 1.38862, -1.53967], [2.11967, 1.98574, -0.26451], [3.47847, 2.67935, -0.68355], [4.29774, 1.64332, -1.42946], [5.58424, 2.15902, -1.71433], [3.20322, 3.98480, -1.35596], [4.08164, 2.88878, 0.71587], [3.61383, 1.67418, -3.86967], [5.64465, -0.22396, -3.07374], [4.12847, -0.98963, -3.60416], [4.50922, -1.01573, -1.92831], [1.89113, -0.30495, -2.92259], [2.45302, -0.29755, -1.27475], [0.46720, 1.03154, -1.20158], [1.04182, 2.07944, -2.28287], [2.21590, 1.23649, 0.52128], [1.52561, 2.80137, 0.14772], [2.84866, 4.61896, -0.54343], [4.08969, 4.34212, -1.87998], [2.43373, 3.98816, -2.12795], [3.57455, 3.63139, 1.33190], [4.28005, 2.04580, 1.37776], [5.05541, 3.35625, 0.56979], [3.48477, 0.91611, -4.64218], [4.44107, 2.31435, -4.17621], [2.65613, 2.19429, -3.84965], [6.17863, 1.40756, -1.65414], [2.47313, -3.05814, -0.45331], [3.14805, -4.39531, -0.20866], [2.22516, -5.40074, -0.45921], [1.43995, -2.90370, 0.54413], [2.19460, -3.03808, -1.50693], [3.15003, -2.20649, -0.38546], [3.42829, -4.42218, 0.84435], [4.04182, -4.38415, -0.83249], [1.36738, -5.03736, -0.22734], [0.94418, -2.13529, 0.25198], [-1.93854, -5.93680, 0.84415], [-2.34627, -4.39470, 0.63767], [-1.71828, -3.54290, 1.58466], [-0.58558, -6.21088, 0.55474], [-2.53445, -6.61300, 0.23117], [-2.16026, -6.16978, 1.88563], [-3.41667, -4.30482, 0.82278], [-2.24411, -4.08655, -0.40287], [-0.79791, -3.78014, 1.44962], [-0.34393, -6.26578, -0.37272], [2.78333, -0.83656, 2.67482], [4.17431, -1.12882, 2.32776], [4.92681, -1.49426, 3.47853], [2.09838, -1.98319, 3.24734], [2.15957, -0.64968, 1.80069], [2.69026, 0.00646, 3.35947], [4.49055, -0.15012, 1.96688], [4.42412, -1.74805, 1.46623], [4.61512, -2.35540, 3.76644], [1.92958, -2.54212, 2.48530], [-1.79737, -0.90182, 3.90235], [-2.07892, 0.42894, 4.64553], [-0.84920, 0.80843, 5.27389], [-2.78598, -1.33003, 2.94799], [-1.73776, -1.64628, 4.69629], [-0.81978, -0.90274, 3.42025], [-2.80562, 0.14714, 5.40751], [-2.47390, 1.23648, 4.02912], [-0.97599, 0.78456, 6.22518], [-2.57904, -2.23939, 2.72031]], "forces_ev_per_a": [[-0.1, 0.0, -0.5], [0.0, -0.1, 0.6], [0.2, 0.1, -0.1], [0.1, -0.5, -0.2], [-0.2, 0.2, -0.2], [0.1, 0.4, 0.4], [0.1, -0.5, -0.8], [0.3, 0.7, 0.4], [-0.5, -0.3, 0.3], [0.6, -0.2, 0.1], [0.1, -1.8, 1.0], [-0.9, 0.3, -0.3], [0.2, 0.1, -1.0], [-1.9, -1.2, 1.4], [1.7, 2.2, -0.7], [-0.4, 0.1, 2.4], [-0.4, -0.4, -1.5], [-0.7, -1.0, 0.6], [0.6, -0.4, -0.2], [0.3, 1.7, -0.4], [-0.8, 0.3, 0.1], [0.3, 0.4, -0.7], [0.1, -0.5, 0.0], [0.3, -0.2, 0.4], [0.0, 0.0, -0.4], [-0.2, 0.2, 0.1], [0.0, 0.1, 0.6], [0.2, 0.2, -0.3], [0.2, 0.2, -0.8], [0.6, -0.1, -0.5], [0.5, 0.1, -0.3], [-0.1, -0.5, 0.2], [-0.3, -0.6, 0.1], [-0.1, 0.3, 0.2], [-0.5, 0.6, 0.0], [0.0, 0.1, -0.1], [0.1, 0.3, -0.1], [0.7, -0.8, 0.0], [-0.3, 0.3, 0.3], [-0.3, -0.1, 0.5], [0.4, 1.2, -0.2], [-1.4, 0.7, 1.9], [-0.5, 0.1, 0.3], [0.0, 0.8, -2.8], [-0.9, -3.3, 1.5], [-0.9, -0.6, 1.2], [-0.2, 0.6, -0.6], [0.1, 0.4, -0.5], [2.0, 1.3, -0.2], [-0.7, -0.9, -0.2], [-0.1, 0.1, 0.0], [0.1, 0.1, -0.2], [0.4, 0.0, 0.2], [0.1, 0.3, -0.3], [0.7, -0.7, -0.2], [0.1, -1.1, 0.0], [0.8, 0.8, 0.0], [0.3, -0.2, -0.2], [-0.3, 0.0, 0.0], [0.3, 0.6, -0.4], [0.2, 0.4, 0.5], [-0.2, -0.5, 0.1], [-0.6, 0.0, -0.3], [-0.4, -0.5, -0.6], [0.4, 0.0, 0.1], [0.0, 0.1, -0.4], [0.0, 0.0, 0.5], [0.2, 0.5, 0.0], [0.0, -0.1, 0.3], [0.9, 0.1, 0.4], [-0.2, 1.8, 0.7], [0.0, -1.0, -0.8], [0.4, -0.3, -1.2], [-1.1, -0.1, 0.0], [0.4, -0.1, 0.4], [0.4, -0.1, 0.2], [-0.1, -0.8, -0.2], [-0.2, 0.0, 0.3], [-0.7, 0.4, 0.4], [-0.6, 1.5, -1.0], [-1.0, -1.9, 0.2], [0.2, -0.6, -0.8], [0.9, 0.4, 1.1], [-0.5, 0.3, -0.1], [0.5, -0.1, 0.1], [-0.1, -0.2, 0.2], [0.7, 0.2, -0.1], [0.8, 0.5, 0.4], [-0.7, 0.0, -0.2], [-2.6, -1.6, -0.1], [1.5, 1.1, 0.0], [0.2, 0.3, -0.4], [0.6, 0.5, 0.6], [0.4, 0.8, -0.4], [0.2, -0.2, 0.1], [0.8, 0.2, 0.2], [-0.7, -0.7, 0.1], [-0.2, -0.1, 0.1], [-0.3, -0.3, -0.2], [0.0, -0.5, -0.2], [-0.2, -1.4, -0.1], [-0.3, 0.1, -0.2], [0.0, 1.4, 0.6], [0.1, -0.1, 0.1], [0.2, 0.3, 0.1], [-0.3, 0.5, 0.0], [0.1, 0.0, -0.1], [0.2, 0.1, 0.0], [0.2, -0.4, -0.2]], "homo_lumo_gap_ev": 8.59, "smiles": "CC1(C)CCCC(C)(C)N1O.CC1(C)CCCC(C)(C)N1O.OCCO.OCCO.OCCO.OCCO.O.O.O", "homo_ha": -0.3026, "e_tot_ha": -2118.868533}

=====

{"formula": "C26H68N4O8", "method": "the ωB97M-V functional and the def2-TZVPD basis", "species": ["C", "C", "C", "O", "H", "H", "H", "H", "H", "H", "H", "H", "C", "C", "C", "O", "H", "H", "H", "H", "H", "H", "H", "H", "C", "O", "C", "C", "N", "C", "C", "O", "C", "H", "H", "H", "H", "H", "H", "H", "H", "H", "H", "H", "H", "H", "H", "H", "C", "O", "C", "C", "N", "C", "C", "O", "C", "H", "H", "H", "H", "H", "H", "H", "H", "H", "H", "H", "H", "H", "H", "H", "C", "C", "C", "O", "C", "N", "H", "H", "H", "H", "H", "H", "H", "H", "H", "H", "H", "C", "C", "C", "O", "C", "N", "H", "H", "H", "H", "H", "H", "H", "H", "H", "H", "H"], "positions_angstrom": [[-1.00142, 1.52764, 0.59245], [-1.16053, 0.77597, -0.72688], [-1.08675, -0.72407, -0.66681], [-2.39753, 1.13851, -1.34797], [-1.78425, 1.28671, 1.32551], [-1.13338, 2.60384, 0.42440], [-0.05410, 1.39582, 1.12240], [-0.37504, 1.19401, -1.36749], [-1.83986, -1.20853, -0.04575], [-0.08650, -1.08640, -0.43286], [-1.29436, -1.00526, -1.70524], [-3.16093, 1.13075, -0.71255], [0.28692, -0.25333, -3.98006], [1.18696, -0.67975, -5.09061], [0.72653, -0.14625, -6.43109], [2.49613, -0.16265, -4.79120], [0.83498, -0.34190, -3.04323], [-0.62342, -0.85353, -3.99548], [-0.02041, 0.78863, -4.08593], [1.21837, -1.77429, -5.20007], [-0.17396, -0.61855, -6.83357], [1.51342, -0.28262, -7.18651], [0.53977, 0.93274, -6.40177], [3.09561, -0.42340, -5.49906], [-4.41886, 1.84954, 1.26674], [-4.26693, 0.64475, 0.57562], [-5.49289, -0.08009, 0.58205], [-5.33181, -1.47923, 0.06080], [-4.69736, -1.55597, -1.23588], [-4.61378, -2.88346, -1.72202], [-4.11022, -2.92535, -3.15278], [-3.64934, -4.25706, -3.48142], [-3.32578, -4.37191, -4.83885], [-5.33133, 2.34672, 0.91618], [-3.55389, 2.47727, 1.10526], [-4.54227, 1.62561, 2.32945], [-6.22364, 0.49112, -0.00064], [-5.82581, -0.11916, 1.62977], [-6.38141, -1.79907, -0.06120], [-4.91213, -2.16132, 0.82378], [-3.84191, -1.02816, -1.35153], [-5.58021, -3.37500, -1.62139], [-3.87557, -3.49807, -1.15642], [-3.29422, -2.19207, -3.30801], [-4.91988, -2.63802, -3.84492], [-2.26376, -4.14827, -4.99929], [-3.92725, -3.71176, -5.47164], [-3.53211, -5.40097, -5.12709], [2.56485, 2.49715, -0.00228], [3.37894, 3.23839, 0.88896], [3.59051, 4.57767, 0.45876], [4.76781, 5.15302, 1.19638], [6.00642, 4.60207, 0.68084], [7.17437, 5.27119, 1.23458], [8.41656, 4.85870, 0.51841], [8.86959, 3.65463, 1.07018], [9.84508, 3.07914, 0.29438], [1.54899, 2.90666, -0.13023], [2.42395, 1.48801, 0.39860], [3.02336, 2.37133, -0.99359], [2.68556, 5.16853, 0.69163], [3.74245, 4.65432, -0.62666], [4.61607, 4.92417, 2.26459], [4.75432, 6.22998, 1.01343], [6.06543, 3.62628, 0.96335], [7.30700, 5.03060, 2.30221], [7.05608, 6.34965, 1.12470], [9.19785, 5.61586, 0.70226], [8.24484, 4.76893, -0.55812], [9.54692, 2.96266, -0.75674], [10.07987, 2.07974, 0.67504], [10.81314, 3.61361, 0.32747], [-0.01747, -5.34975, -2.19146], [-0.80319, -6.30946, -1.31753], [-0.99682, -5.81838, 0.11155], [0.26095, -5.46531, 0.68445], [0.16339, -5.08498, 2.05230], [-2.08380, -6.59327, -1.98390], [-0.07328, -5.67492, -3.22697], [1.02479, -5.35389, -1.86404], [-0.38015, -4.33072, -2.09792], [-0.20129, -7.22785, -1.30878], [-1.41005, -6.66300, 0.69026], [-1.69850, -4.96986, 0.08182], [-0.46802, -4.19415, 2.20691], [1.16106, -4.75289, 2.37382], [-0.14249, -5.92098, 2.69022], [-2.56019, -5.75795, -2.35251], [-2.76656, -7.02213, -1.35888], [-2.70857, 1.18436, 4.46740], [-1.25750, 1.32309, 4.92552], [-1.14672, 1.73188, 6.35141], [-1.71446, 3.01378, 6.57557], [-0.91585, 4.09176, 6.16555], [-0.58203, 0.03138, 4.70439], [-3.25863, 0.44750, 5.06257], [-2.68909, 0.80245, 3.44368], [-3.28768, 2.10553, 4.53154], [-0.81554, 2.14048, 4.33236], [-0.13185, 1.66485, 6.77682], [-1.75006, 1.09385, 7.00908], [-1.49043, 4.99213, 6.36117], [-0.67218, 4.07284, 5.09398], [0.03736, 4.10410, 6.71231], [-0.52398, -0.12389, 3.69773], [0.38496, 0.06699, 5.02428]], "forces_ev_per_a": [[-0.5, 0.3, 0.7], [-0.5, 1.0, 0.8], [0.3, -0.3, -0.9], [-0.5, 0.4, 0.1], [0.1, -0.4, -0.2], [0.2, -0.1, -0.2], [0.1, -0.2, -0.4], [-0.1, -0.4, -0.2], [0.0, 0.3, 0.3], [0.0, -0.1, 0.2], [0.1, -0.4, 0.2], [1.1, -0.4, -0.5], [-0.2, 0.1, 0.3], [0.4, 0.1, -0.9], [0.2, 0.5, -0.9], [-0.2, -0.2, 0.0], [-0.3, -0.2, 0.2], [0.0, 0.0, 0.3], [0.1, 0.0, -0.1], [0.1, 0.1, 0.4], [0.0, -0.1, 0.3], [-0.1, -0.1, 0.1], [0.0, -0.1, 0.2], [-0.1, 0.0, 0.0], [-0.8, 0.2, 0.4], [0.2, -0.6, -0.3], [0.4, 0.4, 0.4], [-0.5, -0.1, -0.2], [-0.7, 0.9, 0.1], [1.3, -1.2, -0.1], [0.0, -0.2, -0.6], [-0.8, 1.2, 0.7], [0.3, -0.3, -0.3], [0.1, 0.3, 0.0], [0.1, 0.1, 0.0], [0.1, 0.3, 0.1], [0.0, -0.1, -0.1], [-0.2, -0.1, -0.2], [0.3, -0.2, 0.0], [0.3, 0.3, -0.1], [0.0, 0.0, 0.3], [-0.1, -0.1, -0.1], [-0.3, 0.0, 0.1], [-0.1, -0.2, 0.2], [0.2, -0.1, 0.1], [-0.1, 0.0, -0.1], [0.0, 0.0, 0.1], [0.2, 0.0, -0.1], [-0.2, -0.4, -0.1], [0.0, -0.1, -0.6], [-0.8, 0.1, 0.1], [-0.3, -0.4, -0.2], [0.2, 0.0, 0.2], [-0.3, -0.1, 0.1], [0.7, 0.7, 0.4], [-0.7, -0.4, 0.3], [1.5, -1.0, -0.5], [0.3, 0.3, 0.1], [0.2, 0.2, 0.2], [0.0, 0.3, 0.1], [0.1, -0.1, 0.0], [0.1, -0.3, 0.1], [0.1, 0.4, 0.0], [0.1, 0.0, 0.2], [-0.1, 0.0, -0.2], [0.1, 0.3, 0.0], [-0.1, 0.0, 0.0], [-0.1, 0.0, -0.3], [-0.1, 0.0, 0.0], [0.0, 0.1, 0.1], [-0.3, 0.1, 0.1], [-0.3, 0.2, -0.1], [0.4, 0.0, 0.5], [-0.1, -0.1, -0.7], [0.5, -0.4, 0.0], [-0.5, 0.3, 0.2], [0.6, 0.5, -0.2], [-0.6, 0.1, 0.2], [0.0, 0.0, -0.1], [-0.1, 0.1, -0.1], [-0.2, 0.2, -0.1], [-0.3, -0.1, 0.2], [-0.3, 0.4, 0.0], [0.1, 0.0, 0.3], [-0.3, -0.4, -0.2], [-0.1, -0.3, -0.2], [-0.2, 0.1, -0.1], [0.6, -0.2, 0.3], [0.3, -0.1, -0.1], [-0.1, -0.4, 0.1], [-0.1, -0.2, -0.8], [-0.6, 0.1, 1.7], [0.0, -0.1, -0.1], [0.3, 0.0, -0.2], [0.2, 0.3, -0.2], [0.3, -0.1, 0.1], [-0.2, 0.2, 0.0], [0.3, 0.1, -0.2], [0.1, -0.2, -0.1], [0.1, 0.2, -0.4], [0.1, -0.3, -0.3], [0.1, 0.1, 0.1], [-0.1, 0.0, 0.1], [-0.1, 0.1, 0.1], [-0.1, -0.1, 0.2], [-0.2, 0.1, 0.0]], "homo_lumo_gap_ev": 9.38, "smiles": "COC[C@H](C)N.COC[C@H](C)N.COCCNCCOC.COCCNCCOC.CC(C)O.CC(C)O", "homo_ha": -0.3250, "e_tot_ha": -1852.207295, "relative_energy_kcal_mol": 0.0}

=====

In order of appearance, molecular weight = 616.831; 564.850 g mol⁻¹.